Record 1
{
  "formula": "CH3BrO2S",
  "method": "ωB97M-V/def2-TZVPD",
  "elements": ["C", "O", "O", "S", "Br", "H", "H", "H"],
  "coordinates": [[-0.217, 0.583, 0.633], [1.669, -0.937, -0.656], [-0.229, -2.038, 0.493], [0.294, -0.944, -0.306], [-0.524, 0.700, -2.852], [0.712, 1.022, 1.128], [-0.830, 0.417, 1.500], [-0.874, 1.196, 0.059]],
  "forces_ev_per_a": [[1.26, 0.43, 1.32], [0.25, 0.13, -0.46], [-0.18, 0.69, -1.71], [-0.82, 1.05, 1.79], [0.21, -1.20, 1.41], [-0.90, -0.30, -1.55], [-0.32, -1.45, 0.36], [0.50, 0.65, -1.16]],
  "molar_mass_g_mol": 159.0,
  "homo_lumo_gap_ev": [6.176, 6.171],
  "multiplicity": 1
}

---

Record 2
{
  "formula": "C5H11O2",
  "method": "ωB97M-V/def2-TZVPD",
  "elements": ["C", "C", "H", "H", "H", "H", "H", "H", "C", "C", "C", "O", "O", "H", "H", "H", "H", "H"],
  "coordinates": [[0.689, -2.496, 0.237], [0.130, -2.796, -1.170], [0.997, -3.435, 0.698], [1.615, -1.936, 0.112], [0.016, -1.861, 0.805], [-0.954, -2.850, -1.108], [0.703, -3.543, -1.715], [0.255, -1.884, -1.762], [-0.429, 2.130, -0.235], [0.468, 2.825, 0.793], [-1.336, 1.060, 0.443], [-1.367, -0.062, -0.100], [-1.913, 1.449, 1.485], [-1.038, 2.857, -0.776], [0.243, 1.604, -0.919], [-0.150, 3.438, 1.454], [1.211, 3.433, 0.288], [0.860, 2.066, 1.471]],
  "forces_ev_per_a": [[0.73, -0.35, -0.99], [0.17, 1.83, 0.30], [-0.39, 0.07, 0.53], [0.15, 0.15, 0.10], [-0.16, -0.26, 0.13], [-0.03, -0.90, -0.27], [-0.49, -0.55, 0.17], [0.01, 0.06, 0.02], [0.56, -0.48, 0.27], [-1.16, -0.07, 0.33], [0.07, 0.61, 0.16], [-0.09, -0.33, -0.14], [-0.09, -0.12, -0.04], [-0.01, -0.03, -0.09], [-0.30, 0.05, -0.32], [0.07, 0.21, -0.15], [0.41, 0.06, 0.21], [0.56, 0.07, -0.23]],
  "molar_mass_g_mol": 103.1,
  "homo_lumo_gap_ev": 8.018,
  "multiplicity": 1,
  "charge": -1
}

---

Record 3
{
  "formula": "C4H3N3O",
  "method": "ωB97M-V/def2-TZVPD",
  "elements": ["C", "C", "N", "N", "C", "O", "C", "N", "H", "H", "H"],
  "coordinates": [[2.056, -0.116, 0.041], [1.326, 1.126, -0.082], [0.007, 0.688, -0.071], [-1.335, 1.184, 0.074], [-1.963, 0.014, 0.044], [-1.234, -1.140, -0.047], [0.035, -0.621, -0.074], [1.222, -1.172, 0.045], [3.164, -0.344, 0.288], [1.717, 2.138, 0.031], [-2.992, 0.006, 0.146]],
  "forces_ev_per_a": [[0.78, 1.98, 0.47], [1.88, -1.57, 1.02], [-0.26, 2.07, -0.12], [0.80, -3.30, -0.71], [1.97, 2.10, 0.18], [-0.21, 1.73, 0.10], [1.00, -2.29, 0.48], [-1.42, -0.71, -0.42], [-2.03, 0.97, -0.87], [-0.69, -0.41, -0.19], [-1.80, -0.58, 0.06]],
  "molar_mass_g_mol": 109.1,
  "homo_lumo_gap_ev": 9.648,
  "multiplicity": 1,
  "smiles": "c1cn2ncoc2n1"
}

---

Record 4
{
  "formula": "C34H50ClN2O22P",
  "method": "ωB97M-V/def2-TZVPD",
  "elements": ["C", "C", "C", "C", "N", "C", "C", "N", "P", "O", "Cl", "H", "H", "H", "H", "H", "H", "H", "H", "C", "C", "C", "O", "C", "O", "O", "H", "H", "H", "H", "H", "H", "C", "C", "C", "O", "C", "O", "O", "H", "H", "H", "H", "H", "H", "C", "C", "C", "O", "C", "O", "O", "H", "H", "H", "H", "H", "H", "C", "C", "C", "O", "C", "O", "O", "H", "H", "H", "H", "H", "H", "C", "C", "C", "O", "C", "O", "O", "H", "H", "H", "H", "H", "H", "C", "C", "C", "O", "C", "O", "O", "H", "H", "H", "H", "H", "H", "C", "C", "C", "O", "C", "O", "O", "H", "H", "H", "H", "H", "H"],
  "coordinates": [[-0.392, 0.406, 4.059], [-1.443, 1.437, 4.523], [-2.286, 1.917, 3.317], [-2.139, 3.362, 3.112], [-2.057, 4.507, 3.006], [-3.795, 1.580, 3.390], [-4.355, 1.796, 4.717], [-4.674, 1.618, 5.822], [-4.300, -0.108, 2.735], [-2.891, -0.765, 2.253], [-5.301, 0.415, 0.980], [0.269, 0.216, 4.903], [0.158, 0.734, 3.189], [-0.912, -0.523, 3.889], [-0.890, 2.282, 4.912], [-2.032, 0.950, 5.293], [-1.860, 1.461, 2.429], [-4.300, 2.300, 2.746], [-2.803, -1.605, 2.715], [0.207, -4.282, -1.659], [-0.514, -3.289, -0.786], [-0.308, -1.851, -1.192], [-0.420, -1.160, 0.064], [-0.064, -2.032, 1.036], [0.154, -1.727, 2.167], [0.029, -3.288, 0.552], [-0.035, -4.135, -2.704], [1.275, -4.200, -1.522], [-0.071, -5.301, -1.385], [-1.579, -3.529, -0.720], [-1.058, -1.499, -1.895], [0.687, -1.662, -1.603], [5.082, -1.877, -5.294], [3.778, -2.094, -4.569], [3.940, -2.411, -3.104], [2.787, -3.222, -2.843], [2.429, -3.820, -4.005], [1.625, -4.697, -4.095], [3.097, -3.278, -5.044], [5.694, -1.126, -4.793], [5.638, -2.818, -5.345], [4.899, -1.543, -6.316], [3.109, -1.241, -4.721], [3.934, -1.523, -2.477], [4.831, -2.998, -2.879], [3.614, -2.192, 3.602], [4.593, -1.767, 2.534], [3.973, -0.979, 1.406], [4.831, -1.308, 0.299], [5.371, -2.525, 0.554], [5.969, -3.175, -0.241], [5.131, -2.904, 1.828], [3.047, -1.339, 3.977], [2.920, -2.939, 3.214], [4.140, -2.649, 4.440], [5.429, -1.223, 2.982], [3.975, 0.092, 1.588], [2.956, -1.301, 1.170], [-6.804, 4.198, -1.896], [-5.435, 3.681, -2.269], [-4.552, 3.354, -1.090], [-3.238, 3.582, -1.619], [-3.352, 4.493, -2.614], [-2.441, 5.044, -3.136], [-4.656, 4.692, -2.939], [-7.300, 3.518, -1.203], [-6.732, 5.187, -1.441], [-7.427, 4.303, -2.783], [-5.527, 2.826, -2.944], [-4.656, 2.324, -0.757], [-4.708, 4.024, -0.240], [7.337, -8.023, -2.695], [6.749, -6.649, -2.905], [5.427, -6.642, -3.635], [5.454, -5.368, -4.293], [6.755, -5.035, -4.480], [7.120, -4.130, -5.159], [7.570, -5.860, -3.787], [6.616, -8.686, -2.216], [7.650, -8.459, -3.644], [8.223, -7.966, -2.063], [6.676, -6.119, -1.951], [4.574, -6.708, -2.964], [5.350, -7.425, -4.392], [-0.577, 0.972, 10.540], [0.343, 1.466, 9.449], [-0.334, 2.318, 8.402], [0.464, 2.058, 7.239], [1.015, 0.830, 7.390], [1.569, 0.235, 6.525], [0.842, 0.375, 8.653], [-1.122, 1.800, 10.994], [-1.289, 0.247, 10.145], [-0.007, 0.468, 11.319], [1.201, 1.984, 9.884], [-0.321, 3.377, 8.647], [-1.362, 2.011, 8.197], [-4.777, 7.680, -6.967], [-6.087, 7.454, -6.250], [-5.941, 6.925, -4.845], [-7.152, 6.175, -4.674], [-7.558, 5.774, -5.904], [-8.413, 4.977, -6.101], [-6.850, 6.405, -6.874], [-4.111, 8.306, -6.373], [-4.285, 6.731, -7.177], [-4.947, 8.170, -7.925], [-6.689, 8.367, -6.269], [-5.873, 7.718, -4.103], [-5.093, 6.251, -4.724]],
  "forces_ev_per_a": [[-0.80, 0.22, 1.27], [1.14, -0.37, -0.95], [0.12, 0.06, 0.30], [-0.08, 0.78, 0.24], [-0.02, -0.65, -0.04], [-0.06, 1.19, -1.13], [-0.04, -1.61, 1.94], [0.21, 0.81, -1.53], [-0.94, -0.96, 0.99], [-0.16, 0.81, -0.28], [0.61, 0.07, 0.19], [0.21, 0.09, -0.37], [0.11, -0.08, -0.19], [0.12, -0.28, -0.53], [-0.25, 0.22, 0.45], [-0.32, 0.36, 0.20], [-0.16, -0.24, -0.24], [-0.10, -0.04, -0.27], [0.17, -0.28, -0.06], [-0.41, -0.37, 0.70], [0.25, -0.39, -0.45], [-0.11, 0.20, -0.07], [0.10, -0.08, 0.03], [0.05, -0.10, -0.19], [0.08, -0.11, 0.01], [-0.22, 0.27, 0.09], [-0.06, 0.05, -0.06], [0.14, 0.16, -0.05], [-0.08, 0.02, -0.07], [0.00, 0.10, 0.10], [-0.06, 0.14, 0.16], [0.03, -0.14, 0.01], [-0.16, -0.36, -0.44], [0.51, 0.23, -0.17], [0.12, 0.21, 0.16], [-0.06, -0.11, 0.04], [0.17, 0.03, -0.46], [0.29, 0.00, -0.14], [-0.25, 0.08, 0.26], [-0.07, 0.01, 0.08], [-0.12, 0.40, 0.07], [0.00, 0.06, 0.03], [-0.12, -0.09, 0.10], [-0.14, -0.09, 0.11], [0.04, 0.04, -0.11], [0.17, -0.38, 0.10], [-0.47, -0.06, 0.43], [0.04, 0.20, -0.09], [-0.09, -0.08, 0.05], [-0.04, -0.09, 0.18], [0.07, -0.09, -0.26], [0.07, 0.27, -0.17], [0.02, 0.03, -0.03], [-0.09, 0.14, -0.12], [0.00, 0.07, 0.02], [0.04, 0.02, -0.12], [0.11, 0.02, -0.15], [0.01, -0.09, 0.10], [-0.10, 0.25, -0.34], [-0.55, 0.13, 0.26], [0.14, -0.22, 0.04], [-0.13, 0.09, -0.01], [-0.05, -0.03, 0.03], [0.16, 0.11, -0.14], [0.15, -0.24, 0.11], [0.07, -0.05, 0.01], [0.09, -0.06, 0.13], [-0.02, -0.03, 0.01], [0.12, -0.01, 0.00], [0.20, 0.05, -0.08], [-0.07, 0.07, -0.07], [0.42, 0.08, -0.06], [0.06, -0.52, 0.17], [-0.21, 0.04, 0.11], [0.06, -0.05, -0.01], [0.12, -0.08, 0.13], [0.29, -0.16, -0.07], [-0.23, 0.12, -0.02], [-0.05, 0.05, 0.01], [-0.16, 0.00, -0.05], [-0.04, -0.01, 0.05], [-0.05, 0.10, -0.07], [-0.06, 0.19, -0.07], [0.11, -0.02, 0.01], [0.17, -0.39, 0.08], [-0.40, -0.05, 0.39], [0.00, 0.22, -0.05], [-0.05, -0.08, 0.06], [0.03, 0.00, 0.16], [0.28, -0.11, 0.08], [0.06, 0.20, -0.15], [0.03, 0.05, -0.04], [-0.07, 0.12, -0.10], [0.00, 0.05, 0.03], [0.03, 0.03, -0.11], [0.11, 0.03, -0.17], [0.02, -0.08, 0.07], [-0.11, -0.10, -0.41], [0.46, 0.12, -0.13], [0.05, 0.14, 0.19], [0.07, 0.00, -0.11], [0.09, 0.09, -0.08], [-0.16, -0.17, -0.01], [-0.14, 0.04, 0.24], [-0.04, 0.00, 0.05], [0.02, -0.03, 0.18], [0.01, 0.05, 0.03], [-0.08, -0.06, 0.05], [-0.17, -0.08, 0.09], [0.03, 0.02, -0.10]],
  "molar_mass_g_mol": 905.2,
  "homo_lumo_gap_ev": 10.094,
  "multiplicity": 1,
  "smiles": "CC[C@H](C#N)[C@H](C#N)P(O)Cl.C[C@@H]1COC(=O)O1.C[C@@H]1COC(=O)O1.C[C@@H]1COC(=O)O1.C[C@@H]1COC(=O)O1.C[C@@H]1COC(=O)O1.C[C@@H]1COC(=O)O1.C[C@@H]1COC(=O)O1"
}